i | # C3H13N2O3

3 unconnected molecules or ions with the total composition C3H13N2O3 (the ωB97M-V functional and the def2-TZVPD basis, the OMol25 dataset).

```
21
Properties=species:S:1:pos:R:3
N 0.729 1.307 -1.032
C -0.595 1.725 -0.607
C -1.307 0.563 0.211
N -0.528 -0.065 1.191
C 0.646 0.435 1.900
O -1.766 -0.273 -0.677
H 0.924 1.658 -1.966
H 0.929 0.309 -1.098
H -0.636 -1.080 1.172
H -0.456 2.561 0.098
H -1.192 2.029 -1.470
H -2.218 1.030 0.670
H 0.943 1.329 1.374
H 1.368 -0.368 1.972
H 0.430 0.724 2.950
H 1.072 -1.788 -0.320
H 2.510 -1.759 -0.419
O 1.815 -1.279 0.060
H -1.063 -1.635 -1.175
H -1.152 -3.051 -1.398
O -0.452 -2.372 -1.436
```

Results
E_HOMO in hartree: -0.5310
Total charge: +1
Frontier orbital gap in eV: 5.647


ii | # C3H13N2O3

3 unconnected molecules or ions with the total composition C3H13N2O3 (the ωB97M-V functional and the def2-TZVPD basis, the OMol25 dataset).

```
21
Properties=species:S:1:pos:R:3
C 0.311 0.100 0.662
C -1.144 -0.033 0.738
C -1.575 -1.350 1.372
N -2.222 -1.371 2.561
O -1.160 -2.391 0.839
N 0.961 -0.930 -0.272
H 0.797 -0.082 1.632
H 0.549 1.136 0.362
H -1.465 0.854 1.296
H -1.660 -0.029 -0.228
H -2.621 -0.542 2.930
H -2.695 -2.257 2.803
H 0.880 -0.454 -1.180
H 0.405 -1.796 -0.281
H 1.833 -1.241 0.139
H -0.133 -0.582 -3.341
H 1.266 -0.568 -3.418
O 0.594 -1.049 -2.887
H 3.006 4.344 -0.832
H 1.863 4.368 -1.827
O 2.209 3.872 -1.069
```

Results
E_HOMO in hartree: -0.5104
Total charge: +1
Frontier orbital gap in eV: 10.916


Stability ranking, top and bottom: ii is the most stable and i is the least stable.


i | # C2H2NO2S2

A molecular structure, C2H2NO2S2 (the ωB97M-V functional and the def2-TZVPD basis, the OMol25 dataset).

```
9
Properties=species:S:1:pos:R:3
C 4.134 -1.182 0.052
C -0.007 0.207 0.061
N 1.153 0.333 -0.295
O 4.388 -1.763 -0.948
O 4.055 -1.165 1.230
S 2.171 1.440 0.370
S 3.992 1.063 -0.422
H -0.591 -0.504 -0.378
H -0.622 0.797 0.709
```

Results
E_HOMO in hartree: -0.1146
Total charge: -1
Frontier orbital gap in eV: 6.710


ii | # C2H2NO2S2

A gas-phase ion, C2H2NO2S2 (charge -1) (the ωB97M-V functional and the def2-TZVPD basis, the OMol25 dataset).

```
9
Properties=species:S:1:pos:R:3
C 0.561 0.010 0.669
C -0.193 -1.141 -0.266
N 0.595 1.157 0.150
O 1.062 -0.343 1.703
O -1.362 2.701 -0.063
S 1.129 -1.962 -1.025
S -0.211 2.121 -0.802
H -0.561 -1.749 0.517
H -1.019 -0.795 -0.884
```

Results
E_HOMO (alpha / beta) in hartree: -0.1702 / -0.1164
Total charge: -1
Frontier orbital gap (alpha / beta) in eV: 8.123 / 5.179


Stability ranking, top and bottom: i is the most stable and ii is the least stable.


i | # C9H12N2O

C9H12N2O in the gas phase (the ωB97M-V functional and the def2-TZVPD basis, the OMol25 dataset).

```
24
Properties=species:S:1:pos:R:3
C 0.322 2.094 -0.295
C 1.420 1.272 0.059
C -0.882 1.302 -0.165
C -0.405 0.075 0.237
C -2.214 -1.526 -0.207
C -2.369 1.552 -0.275
C -3.091 0.657 0.708
C 2.673 -1.642 -0.394
C 1.615 -1.232 0.602
N 0.949 -0.004 0.256
N -3.159 -0.753 0.145
O -4.337 -1.085 -0.158
H 0.286 3.158 -0.665
H 2.414 1.734 0.239
H -2.393 -2.515 -0.568
H -2.589 2.669 0.044
H -2.767 1.341 -1.270
H -2.493 0.584 1.506
H -4.170 0.911 0.998
H 2.394 -1.591 -1.404
H 3.003 -2.635 -0.246
H 3.551 -0.979 -0.408
H 2.033 -1.195 1.693
H 0.748 -1.951 0.644
```

Results
E_HOMO in hartree: -0.3060
Frontier orbital gap in eV: 7.619


ii | # C9H12N2O

C9H12N2O in the gas phase (the ωB97M-V functional and the def2-TZVPD basis, the OMol25 dataset).

```
24
Properties=species:S:1:pos:R:3
C 1.695 -1.607 -0.951
C 2.394 -0.863 0.055
N 1.712 0.369 0.216
C 0.742 0.482 1.308
C -0.623 0.462 0.782
C -1.326 -0.754 0.771
C -2.561 -0.813 0.095
C -3.137 0.304 -0.497
C -2.430 1.480 -0.551
C -1.218 1.604 0.143
N 2.212 1.385 -0.517
O 1.933 2.520 -0.175
H 1.623 -0.879 -1.758
H 0.747 -1.846 -0.502
H 2.001 -2.556 -1.439
H 3.370 -0.651 -0.363
H 2.464 -1.330 1.041
H 0.835 1.372 1.981
H 0.726 -0.324 2.046
H -0.722 -1.673 0.713
H -3.142 -1.748 0.020
H -4.075 0.312 -1.033
H -2.530 2.207 -1.381
H -0.688 2.545 -0.001
```

Results
E_HOMO in hartree: -0.3351
SMILES string: CCN(Cc1ccccc1)N=O
Frontier orbital gap in eV: 9.862


Stability ranking, top and bottom: ii is the most stable and i is the least stable.


i | # CH6N2P2

A molecular structure, CH6N2P2 (the ωB97M-V functional and the def2-TZVPD basis, the OMol25 dataset).

```
11
Properties=species:S:1:pos:R:3
C -1.141 -1.336 0.442
N -0.836 -0.120 0.774
N 2.842 0.614 0.638
P -0.278 1.071 -0.323
P 2.146 -0.088 -0.514
H -1.323 -1.865 1.325
H -1.277 -1.780 -0.615
H 3.187 0.005 1.390
H -1.232 1.235 -1.380
H -0.684 2.131 0.546
H 2.028 1.018 -1.397
```

Results
E_HOMO in hartree: -0.3148
Frontier orbital gap in eV: 8.778


ii | # CH6N2P2

CH6N2P2 in the gas phase (the ωB97M-V functional and the def2-TZVPD basis, the OMol25 dataset).

```
11
Properties=species:S:1:pos:R:3
C 2.364 -0.699 -0.721
N 1.431 0.168 -0.670
N -3.146 0.231 -1.048
P -0.039 -0.014 0.122
P -2.300 -0.464 0.066
H 2.200 -1.692 -0.341
H -3.642 1.084 -0.919
H 3.414 -0.548 -0.933
H -0.271 1.411 0.371
H 0.377 -0.263 1.471
H -2.116 -1.797 -0.596
```

Results
E_HOMO in hartree: -0.2911
Frontier orbital gap in eV: 7.674


Stability ranking, top and bottom: i is the most stable and ii is the least stable.